# C62H135N10O28P7

A cluster of 17 separate species, C62H135N10O28P7 in total in a non-equilibrium geometry (ωB97M-V with the def2-TZVPD basis set, the OMol25 dataset).

```
242
Properties=species:S:1:pos:R:3:forces:R:3:mulliken_charge:R:1
P 5.906098 -3.269466 7.023944 -0.3 -2.4 0.5 0.3639
P 4.793960 -6.390759 1.681482 0.0 -1.3 0.4 0.4745
P -4.923156 5.088723 -2.953417 2.0 2.9 0.4 0.8812
P 2.055344 5.846320 6.174370 -1.7 -0.3 0.9 0.6820
P -7.634213 -0.834905 -4.997449 2.2 0.8 -0.1 0.6852
P -0.591804 -0.501727 -0.350142 -0.2 0.4 -0.1 -0.7325
P 0.501789 -0.356658 -6.331402 -1.7 -0.6 0.2 -0.1126
O -0.818866 0.412937 -5.935404 -0.4 0.0 -0.2 -0.1557
O 5.168041 -2.898192 8.371813 -1.2 0.5 -1.0 -0.1301
O 4.944736 -5.199866 2.732932 0.8 -0.2 -1.2 0.2548
O -5.010569 6.711342 -3.000980 0.4 -1.3 -0.4 -0.3073
O 1.309108 -0.891411 -5.248223 0.6 -0.7 1.2 0.4080
O 1.792815 5.464390 7.583035 0.4 0.8 -0.8 -0.7404
O -8.936030 -0.218780 -5.167878 -0.7 0.3 -0.3 -0.8270
O 6.040622 -2.005625 6.167260 0.5 0.5 -1.0 -0.3033
O -6.881479 -1.425530 -6.316030 -0.8 0.5 1.4 -0.2868
O 4.137825 -7.550481 2.333308 0.2 0.9 -0.6 -0.7857
O -1.419887 -1.775867 -0.732010 -0.9 0.1 0.9 -0.3422
O -3.751829 4.751317 -3.996344 -0.8 0.0 0.2 -0.3780
O -6.551137 0.270951 -4.455435 -1.2 -1.0 -0.6 0.1490
O 0.230558 -0.903936 0.926975 0.1 -0.3 0.4 1.3124
O 7.153274 -3.990513 7.233347 0.6 0.1 0.0 -0.8780
O 4.786248 -4.115903 6.250831 0.4 0.6 0.1 0.3725
O 4.060037 -5.692554 0.463458 -0.3 -0.5 -0.5 -0.2423
O 3.399620 6.563941 5.811706 -0.2 -0.3 -0.5 -0.2679
O 1.198707 0.738853 -7.127322 0.7 0.8 -1.2 -0.4093
O -4.610171 4.590198 -1.606323 -0.5 -0.2 -0.4 -0.4511
O 0.935804 6.708085 5.436360 0.7 0.5 0.0 -0.2985
O -6.257555 4.758608 -3.648150 -0.6 -1.4 -0.8 -0.4746
O -1.590773 0.562754 0.241128 -0.3 0.3 -0.4 0.1761
O 0.037311 -1.473351 -7.356551 0.3 -0.7 0.3 -0.2077
O 2.106862 4.593947 5.252863 0.2 0.1 -2.0 -0.0377
O -7.578692 -2.045434 -3.984692 0.5 0.6 -0.3 -0.3868
O 6.221962 -6.811869 1.020779 -0.3 -0.4 0.7 -0.3102
O 0.145858 0.024959 -1.497592 1.0 0.3 -0.6 0.0158
N -2.503405 6.970994 2.569421 0.0 0.1 -0.3 -0.4967
N -1.316392 2.669469 2.388610 0.3 -0.2 0.1 0.0824
N -5.410321 -3.417232 -1.066118 -0.2 0.1 -0.2 -0.4736
N 5.217428 0.574104 -5.045103 -1.3 -0.8 -1.9 -0.3879
N 2.180205 -3.586802 -1.877057 0.6 0.6 -0.4 -0.4786
N -3.073212 0.841711 5.067799 -0.9 0.9 1.1 -0.5812
N 3.779522 2.389477 -1.932850 -0.1 0.1 -0.2 -0.6891
N -1.413906 -3.718852 2.598512 -1.1 0.2 0.3 -0.7342
N -0.127092 6.461311 -0.693898 1.7 -2.2 0.5 -0.5273
N 1.573652 -1.869900 4.570955 -0.1 -0.4 0.5 -0.2269
C 1.212977 0.069617 1.410500 0.4 -0.7 -0.7 0.6046
C 3.056483 -1.249403 -2.781571 -1.3 0.2 -0.8 0.4154
C 5.812360 0.960389 -4.165057 0.9 0.7 1.6 0.4124
C 2.710988 -0.105155 -8.957074 -0.7 -0.5 2.0 -1.0263
C -4.628368 0.306948 -3.015410 -0.4 1.1 -0.2 0.2750
C -7.806337 -1.971234 -7.274955 -0.6 -0.7 0.0 -0.2983
C -5.286766 7.487580 -4.228436 -2.6 -0.6 2.0 -0.2760
C 1.910341 -6.615407 -0.350419 0.3 -0.7 -0.6 -0.7417
C 2.625910 -2.608752 -2.302219 -0.1 1.0 0.0 0.0784
C -3.091244 6.906768 1.583612 -0.5 -0.6 0.2 0.3551
C 7.071767 -7.830845 1.713104 -0.1 0.8 0.5 -0.2235
C -0.318366 -3.698177 2.286166 1.3 -0.4 -0.5 0.2616
C 2.117307 3.282995 5.698581 0.0 -1.6 2.0 -0.6881
C -8.023186 -1.752246 -2.637560 0.2 -0.2 0.4 0.2246
C 3.407358 -6.563434 -0.552987 -0.3 -0.1 1.6 -0.5138
C 0.642502 -2.823293 -7.206753 0.1 1.5 -1.6 -0.2430
C -6.549075 3.346877 -3.913502 -0.6 -0.3 0.2 1.0559
C 4.978448 -1.118421 5.908213 0.1 2.3 -1.1 0.2927
C 5.433655 -2.833627 2.277190 -0.1 -0.5 -0.5 -0.5269
C 1.093149 -3.935925 1.986656 0.2 0.8 1.5 1.2941
C 1.878438 1.947936 -3.596549 -0.6 -1.0 -1.7 1.0536
C 1.121503 4.279260 0.105937 -0.5 -0.2 0.6 0.4618
C -1.063537 -3.001053 -2.767320 -0.8 -1.0 0.8 -1.2637
C 6.582443 1.430343 -3.028968 0.0 -1.6 0.3 -0.8618
C 7.499989 -8.999417 0.840629 1.2 -0.5 -0.4 -1.2609
C -2.570474 4.032194 -3.623048 0.5 0.2 1.5 0.4993
C -3.976890 6.695648 0.425234 2.6 -0.7 -0.2 -0.6048
C -3.386439 3.584433 3.743055 0.7 -1.8 1.1 -1.2502
C -0.862733 -2.981546 -1.269962 -0.7 0.1 -0.8 0.4479
C 5.523365 0.005049 4.941675 -1.3 -0.1 0.5 -0.6753
C 0.498999 5.515372 -0.398818 -1.9 1.4 -0.2 0.1505
C -9.416058 -2.232044 -2.485266 -2.0 1.7 0.8 -1.3196
C -0.193774 -3.650036 -6.352031 -1.4 -0.8 -0.7 -0.8884
C 3.896997 7.716487 6.470173 1.6 0.0 0.0 -0.2847
C -2.207151 2.979926 3.042728 -1.2 1.1 0.3 0.0756
C -7.731805 2.956206 -3.064482 -1.0 0.0 -0.3 -0.9616
C -1.324177 6.500151 6.283330 -0.4 -2.4 0.0 -1.2017
C -4.751486 -3.763236 -0.194920 0.1 -0.2 0.0 0.4254
C -4.207199 8.447817 -4.445709 1.1 0.1 -0.1 -1.0258
C 4.746742 -5.533018 6.395187 -0.5 -0.9 0.6 -0.0479
C 2.583596 -0.575304 1.158713 -0.3 0.4 2.7 -0.0983
C -2.090125 1.634258 -0.658873 -1.4 -1.9 1.2 0.4264
C -5.189589 -0.182858 -4.347870 -0.6 -0.3 0.2 -0.5686
C -2.410723 0.170663 4.433452 0.4 -0.4 -0.2 0.0159
C 2.957689 2.229902 -2.721806 0.6 0.4 1.0 0.1687
C 1.874833 2.240756 4.594536 -0.5 1.4 -0.3 -0.3182
C 5.995373 -3.596881 10.473260 1.8 0.4 -0.5 -1.0965
C -2.165401 -0.139453 -5.729809 1.6 0.1 -0.2 1.7707
C -2.181031 3.241555 -4.825113 1.2 0.8 -0.2 -0.7419
C 4.832166 8.503677 5.531020 -1.9 1.1 0.5 -1.0832
C -3.556906 1.854228 -0.321380 0.7 1.3 1.4 -0.2790
C -3.879441 -4.178958 0.898193 -1.1 -0.1 -0.6 -0.4774
C -2.940093 -0.323202 -7.025355 0.6 1.1 -0.2 -1.6673
C 1.330941 -2.212820 5.644999 0.1 1.0 -0.2 0.5984
C -0.390910 6.243548 5.094158 -0.9 1.3 -0.7 0.5872
C 5.815719 -2.393174 9.516350 1.5 -2.0 0.9 -0.3673
C 5.995667 -4.185223 2.634146 0.4 -0.6 0.8 -0.2516
C 3.407425 -5.934804 6.916208 -2.5 1.5 0.2 -1.0399
C -1.641929 -0.669832 3.571291 -0.9 0.3 -1.7 0.9383
C -7.749502 -1.162441 -8.549591 -1.1 1.3 0.1 -1.1231
C 2.600149 0.656649 -7.607231 -1.6 -0.4 -0.5 -0.2798
C 1.042152 -2.476979 7.059518 0.9 -0.9 -1.0 -1.1206
H 1.105603 4.253280 1.205070 0.3 0.5 -0.2 0.0215
H 4.491495 7.338184 7.314471 -0.5 0.5 0.2 0.2441
H -0.750297 6.722990 4.121923 0.8 0.0 1.5 0.1721
H -6.258319 7.963648 -3.934703 0.8 0.1 -0.4 0.3036
H 2.641431 1.712438 -7.708541 1.6 0.8 -0.4 0.3800
H 4.963542 -2.792863 1.254784 0.5 -0.1 1.0 0.1918
H 1.236371 -4.968229 2.291664 0.4 -0.2 -0.2 0.4884
H -0.624097 -0.715923 3.857321 1.1 0.2 0.1 -0.3943
H 5.855390 8.234466 5.561928 0.9 -0.8 -0.1 0.3157
H 3.069694 3.103280 6.239932 -0.2 -0.1 -0.5 0.3444
H 6.424181 -4.261499 3.673497 -0.1 0.7 -1.1 0.1735
H 6.573279 -8.144983 2.619603 -0.4 -0.2 0.0 0.3736
H 4.144636 -1.523689 5.320691 0.1 -0.7 0.7 -0.2768
H -3.625341 2.511168 0.588852 0.0 -0.4 -0.9 -0.2888
H 5.846971 -0.516212 4.015513 0.0 0.5 0.6 0.0745
H 1.919344 -3.007448 7.447568 -0.2 0.2 0.2 0.1447
H -5.735087 2.664983 -3.669987 0.4 0.5 0.2 -0.8456
H 0.913377 2.068792 -3.164229 -0.7 0.3 0.9 -0.3176
H 7.916464 -7.237889 2.058886 0.3 -0.1 -0.2 0.3245
H 2.564447 -1.507570 1.778514 0.5 0.7 -0.6 -0.6414
H -3.385540 4.639678 3.617703 0.1 0.9 -0.2 0.3052
H -4.340800 1.373142 -3.091336 -0.2 -0.3 -0.2 -0.7596
H -8.647940 3.536831 -3.303245 0.8 0.3 0.5 0.3457
H -0.105667 -3.300656 -5.367159 -0.1 0.2 1.5 -0.1299
H 1.369137 -3.769939 0.956622 0.0 0.0 -0.2 -0.5212
H 8.458905 -9.531682 1.161005 -1.2 1.1 0.3 0.3518
H -9.482737 -3.297136 -2.456739 -0.1 -0.7 -0.3 0.3420
H -2.772486 3.281401 -2.849610 -0.5 0.2 0.1 -0.4705
H -1.230405 -3.573423 -6.715511 0.2 0.0 0.3 0.3063
H 1.692849 -6.994649 0.627073 -0.2 -0.1 0.7 0.3108
H 0.174425 -3.000868 -1.129586 1.5 -0.1 0.7 -0.6953
H 3.179836 -5.439066 7.888476 0.5 -0.5 -0.3 0.2345
H -7.434292 2.995413 -2.010053 -0.4 0.2 -0.2 0.2013
H 2.368117 -1.150516 -8.789719 0.6 0.5 -0.1 0.1462
H -5.236097 -1.261397 -4.465767 0.5 -0.3 0.6 0.9463
H -1.788076 -0.250640 2.528257 0.5 -0.7 1.1 -0.4829
H 0.071595 -4.693409 -6.448484 0.3 -0.3 0.2 0.4982
H 6.155733 -3.200555 11.487565 -0.4 -0.5 -0.2 0.3988
H -4.034883 8.877715 -3.440445 0.3 0.4 -0.8 0.2551
H -8.800740 -2.069036 -6.762081 0.6 0.4 -1.0 0.3719
H 1.363320 3.189365 6.530304 0.4 -0.1 -0.9 0.3477
H -3.997158 2.371495 -1.169612 -0.4 0.0 0.3 -0.3920
H -8.325479 -0.195687 -8.445146 0.6 -1.0 -0.1 0.2465
H -4.460372 5.735751 0.465252 -0.1 -0.4 0.1 0.1819
H 6.788825 -9.839245 0.752430 -0.1 0.8 -0.2 0.2946
H -3.826104 -0.835521 -6.728944 -0.6 -1.1 -0.4 0.6920
H -2.048705 -1.026719 -5.113756 0.0 -0.7 -0.5 -0.1367
H -5.407309 0.298178 -2.205355 0.9 -0.5 -0.7 0.3062
H 4.729069 -2.566640 3.032084 -0.8 0.4 0.4 -0.2163
H -6.711624 3.217170 -4.975492 -0.2 0.3 -0.2 0.4194
H 6.257743 -2.141801 2.364439 0.2 0.4 -0.3 0.4940
H -2.123512 -2.942500 -2.978422 -0.3 -0.2 -0.3 0.3588
H -3.371371 3.304395 4.828769 0.3 0.4 -1.0 0.3768
H -1.861734 4.722693 -3.097676 -0.2 -0.3 -1.0 0.5340
H 4.924587 -6.047680 5.478938 0.1 0.2 -1.2 0.0598
H 2.612089 -5.430953 6.271151 0.8 -1.1 0.4 0.1115
H -3.326038 0.596130 -7.517050 0.6 -0.1 0.7 0.2782
H -4.252827 -3.710231 1.783185 0.2 0.5 0.7 0.3137
H -7.885141 -0.719307 -2.304566 -0.2 0.3 -0.8 0.1510
H 6.783196 -1.973083 9.266417 0.1 0.3 -0.1 0.3725
H -4.676325 7.457401 0.418731 -1.5 1.5 -0.2 0.4098
H -8.092255 1.960778 -3.312472 0.5 -0.4 0.0 0.0942
H 2.114719 4.165213 -0.284795 0.5 0.0 0.0 0.3520
H -2.892300 -3.863960 0.654868 0.7 0.1 0.2 -0.2616
H -3.105882 2.780405 -5.065965 -0.6 -0.7 -0.9 0.1749
H 3.666990 -6.229116 -1.519123 0.4 0.8 -0.9 0.4710
H -1.430691 2.504653 -4.598795 0.2 -0.5 0.3 -0.1873
H 1.382208 -5.701226 -0.542274 0.0 0.6 -0.1 -0.1266
H 6.875672 -4.251717 10.209083 -0.7 0.9 0.1 0.2535
H 5.140328 -4.216274 10.298030 -0.7 -0.3 0.7 0.2538
H 0.192925 -3.131449 7.087706 -0.5 -0.3 0.3 0.3701
H 3.798817 -7.564885 -0.435806 0.2 -0.3 0.1 0.4050
H -0.616524 -3.888393 -3.202197 -0.1 -0.3 0.0 0.6067
H 6.357072 0.584884 5.406072 -0.8 -0.4 -0.5 0.3905
H 0.608711 -3.189698 -8.226286 0.4 -0.1 -0.2 0.4060
H -10.099318 -1.779709 -3.260484 0.8 -0.6 0.7 0.3080
H 3.077841 8.359857 6.741773 -0.3 0.1 0.5 0.3286
H 4.396940 8.417725 4.516910 0.5 0.4 0.4 0.3020
H 1.658015 -2.696049 -6.850184 0.1 -0.1 0.0 0.3185
H -0.579622 -2.176372 -3.195804 0.8 1.4 -0.6 -0.1160
H -3.350100 6.732813 -0.486179 -0.5 0.0 0.4 0.1105
H -0.346235 5.207469 4.810679 0.1 -0.8 0.3 -0.1803
H -3.955124 -5.243990 1.060271 0.2 -0.3 -0.1 0.4238
H -4.565457 9.165766 -5.209173 0.6 -0.1 0.5 0.3788
H 4.808588 9.558462 5.932527 -0.1 -0.8 -0.8 0.3177
H 0.845330 -1.577693 7.600083 0.0 0.6 0.3 0.3803
H -4.315751 3.151741 3.387612 0.0 -0.1 -0.4 0.3975
H 4.013227 -0.913992 -2.358445 -0.3 -0.4 -0.1 0.3587
H 4.684647 -0.738148 6.893551 -0.5 0.2 -0.4 0.4135
H -8.197273 -1.727005 -9.373012 0.1 0.1 0.1 0.4160
H -2.301509 -0.790458 -7.784269 -0.5 -0.5 0.4 0.3300
H -6.714443 -0.901018 -8.794826 -0.2 -0.2 0.0 0.2188
H -2.016093 -1.679725 3.644197 -0.2 -0.3 -0.3 0.4229
H -7.349142 -2.282354 -2.002539 0.4 -0.7 0.3 0.2434
H 1.858058 2.495492 -4.542999 0.5 0.0 0.2 0.6515
H 1.092272 0.936727 0.792169 0.0 0.8 -0.1 -0.1991
H 3.041612 -1.208852 -3.914427 0.4 -0.3 1.3 0.2363
H 3.750785 -0.071020 -9.242691 0.2 -0.1 -0.4 0.4211
H 0.879558 2.440549 4.098395 1.1 -0.3 0.3 -0.0429
H -1.334992 -3.819683 -0.758600 0.0 0.1 0.0 0.5131
H -3.289926 7.903185 -4.791774 -0.7 0.7 0.3 0.1981
H 3.396620 0.111245 1.508456 -0.6 -0.6 -0.2 0.5731
H 5.484993 -5.931757 7.053561 0.9 0.3 0.7 0.3775
H 2.697465 2.170386 3.863288 -0.4 0.4 0.1 0.2663
H -4.685642 0.152908 -5.247492 0.3 0.5 0.3 -0.1502
H -3.691035 -0.172749 -2.767029 0.0 -0.6 0.4 0.0697
H -0.966686 5.828902 7.092723 -0.2 0.6 -0.2 0.3219
H -1.386410 7.495254 6.654655 0.3 0.9 0.0 0.3450
H 2.728385 -0.811647 0.138460 0.0 -0.2 -1.1 -0.2337
H 6.782309 -4.428696 1.898051 -0.4 -0.5 0.3 0.3202
H -2.371433 6.161810 6.093470 0.7 0.3 -0.2 0.3142
H 3.213010 0.249582 -6.804149 0.1 0.1 -0.1 0.3007
H -9.813375 -1.866202 -1.494520 0.4 -0.4 -0.8 0.3432
H 7.811066 -8.587391 -0.130754 -0.5 -0.3 0.0 0.3039
H -7.502770 -2.989329 -7.512242 0.3 -0.1 0.3 0.3510
H 3.216424 -7.013220 7.019427 0.2 0.4 -0.3 0.4098
H -5.579133 6.881478 -5.061010 0.4 -0.8 -0.5 0.3520
H -2.069395 1.197176 -1.645948 0.7 0.5 -0.5 0.3643
H 2.236520 -0.497695 -2.526132 1.0 -1.3 0.2 -0.7245
H 5.900114 1.867061 -2.294181 0.3 -0.1 0.0 0.2117
H 1.854917 1.283596 5.066216 -0.3 -0.8 0.4 0.3046
H -1.532159 2.527095 -0.447054 0.5 0.2 -0.4 -0.3692
H 1.902611 0.872397 -3.820906 0.1 0.3 -0.3 -0.7866
H 7.151271 0.536651 -2.655687 -0.6 0.9 0.0 0.2705
H 1.527799 -7.365519 -1.052925 0.0 0.1 0.0 0.4378
H 1.692933 -3.276225 2.681915 -0.5 -0.8 -0.9 -0.9381
H -4.059293 0.947459 -0.025601 -0.2 -0.5 -0.4 0.4005
H 2.045186 0.285509 -9.704073 -0.1 0.5 -0.4 0.2945
H 0.558581 3.365858 -0.112558 -0.2 0.4 -0.6 -0.5254
H 0.987108 0.318351 2.457586 0.1 -0.3 -0.4 -0.2014
H -1.763630 3.813105 -5.658050 -0.4 0.1 0.0 0.4518
H 5.205338 -1.686020 10.017991 -0.8 0.9 0.0 0.4046
H 7.291034 2.127735 -3.395397 0.7 0.9 -0.1 0.3697
H 4.611940 0.662983 4.665637 1.6 -0.8 0.5 0.0236
H -2.579215 0.537789 -5.020310 -0.6 0.8 0.1 -0.9420
```
Forces are in eV/Å.

The spin multiplicity is 1. The HOMO-LUMO gap is 10.3 eV. The value obtained for the HOMO energy is -9.888 eV. Its total energy is -203751.8880 eV. The strongest force on any atom comes out at 3.582 eV Å⁻¹. Its LUMO energy is 0.387 eV.